--- P ---
Below is a 2-piece molecular cluster, C4H12 overall, with properties calculated with ωB97M-V/def2-TZVPD.

CARTESIAN COORDINATES (ANGSTROEM)
1 C 2.526 -1.472 0.084
2 C 2.016 -0.047 -0.210
3 H 2.014 -1.977 0.905
4 H 2.316 -2.114 -0.770
5 H 3.588 -1.465 0.311
6 H 2.187 0.093 -1.281
7 H 2.688 0.658 0.274
8 H 0.980 0.206 -0.017
9 C -1.629 1.004 0.413
10 C -2.895 0.528 -0.293
11 H -0.935 0.201 0.678
12 H -1.048 1.646 -0.242
13 H -1.794 1.556 1.336
14 H -3.332 1.388 -0.801
15 H -3.619 0.150 0.430
16 H -2.680 -0.290 -0.977

Values from the calculation:
HOMO level: -0.428 Eh
structure (SMILES): CC.CC
gap between HOMO and LUMO: 12.77 eV
lowest unoccupied orbital energy: 1.1 eV

Mulliken population analysis, charges in e, atoms 1 to 5: -0.872, -0.282, 0.303, 0.260, 0.272

***

--- Q ---
Below is a 2-piece molecular cluster, C4H12 overall, with properties calculated with ωB97M-V/def2-TZVPD.

CARTESIAN COORDINATES (ANGSTROEM)
1 C -0.115 -1.693 0.071
2 C -0.504 -2.674 1.297
3 H -0.667 -1.887 -0.826
4 H -0.159 -0.754 0.466
5 H 0.929 -1.821 -0.179
6 H -0.018 -3.673 1.228
7 H -1.509 -3.071 1.209
8 H -0.211 -2.262 2.312
9 C 0.816 1.910 -1.199
10 C -0.193 2.511 -0.207
11 H 1.381 1.145 -0.689
12 H 0.439 1.340 -2.128
13 H 1.429 2.679 -1.545
14 H 0.139 2.951 0.718
15 H -0.834 3.362 -0.495
16 H -0.944 1.664 0.157

Values from the calculation:
HOMO level: -0.421 Eh
structure (SMILES): CC.CC
gap between HOMO and LUMO: 12.58 eV
lowest unoccupied orbital energy: 1.1 eV

Mulliken population analysis, charges in e, atoms 1 to 5: -0.695, -0.901, 0.354, 0.100, 0.295

***

--- R ---
Below is a 2-piece molecular cluster, C4H12 overall, with properties calculated with ωB97M-V/def2-TZVPD.

CARTESIAN COORDINATES (ANGSTROEM)
1 C -2.855 0.302 -1.428
2 C -2.192 0.191 -0.046
3 H -3.749 0.910 -1.366
4 H -2.192 0.756 -2.159
5 H -3.090 -0.685 -1.825
6 H -1.109 0.267 -0.057
7 H -2.559 0.975 0.620
8 H -2.462 -0.759 0.428
9 C 2.783 -0.631 0.126
10 C 2.273 0.119 1.360
11 H 3.810 -0.351 -0.110
12 H 2.733 -1.714 0.270
13 H 2.190 -0.421 -0.757
14 H 1.211 0.339 1.252
15 H 2.715 1.119 1.409
16 H 2.494 -0.417 2.284

Values from the calculation:
HOMO level: -0.433 Eh
structure (SMILES): CC.CC
gap between HOMO and LUMO: 12.89 eV
lowest unoccupied orbital energy: 1.1 eV

Mulliken population analysis, charges in e, atoms 1 to 5: -0.844, -0.538, 0.256, 0.294, 0.257

***

--- S ---
Below is a 2-piece molecular cluster, C4H12 overall, with properties calculated with ωB97M-V/def2-TZVPD.

CARTESIAN COORDINATES (ANGSTROEM)
1 C 1.993 0.600 0.494
2 C 2.540 -0.308 -0.596
3 H 0.910 0.673 0.543
4 H 2.288 0.517 1.545
5 H 2.115 1.687 0.467
6 H 1.847 -1.067 -0.887
7 H 2.514 0.306 -1.574
8 H 3.698 -0.533 -0.488
9 C -1.724 -0.667 0.266
10 C -2.783 0.232 -0.180
11 H -0.977 -0.120 0.912
12 H -2.142 -1.616 0.828
13 H -1.024 -1.075 -0.549
14 H -3.474 -0.217 -0.739
15 H -2.360 1.080 -0.759
16 H -3.422 0.510 0.716

Values from the calculation:
HOMO level: -0.408 Eh
structure (SMILES): CC.CC
gap between HOMO and LUMO: 12.21 eV
lowest unoccupied orbital energy: 1.1 eV

Mulliken population analysis, charges in e, atoms 1 to 5: -0.649, -0.698, -0.058, 0.341, 0.339

***

Going by the energies, R is most stable and the next is 0.0024 hartree up.